[1]
Computed, not measured: a 5-piece molecular cluster, C41H81N6O2PS overall, with ωB97M-V/def2-TZVPD.

Positions of all 132 atoms, in Å:
1 C 4.28 0.88 5.30
2 C 4.75 0.46 4.28
3 C 5.18 -0.06 2.97
4 C 4.17 0.50 1.92
5 C 4.90 1.08 0.70
6 C 4.24 0.71 -0.64
7 O 2.85 1.11 -0.58
8 C 2.54 2.38 -0.87
9 O 2.77 3.32 -0.17
10 N 1.78 2.46 -2.08
11 C 1.95 3.50 -2.70
12 S 2.21 4.76 -3.54
13 C 4.24 -0.80 -0.78
14 C 3.09 -1.52 -1.07
15 C 3.14 -2.90 -1.17
16 C 4.36 -3.52 -0.97
17 C 5.46 -2.72 -0.70
18 N 5.42 -1.40 -0.59
19 P 5.18 1.58 -1.99
20 C 4.54 1.03 -3.61
21 C 4.89 -0.40 -4.06
22 C 6.94 1.13 -1.90
23 C 7.68 1.77 -3.08
24 H 3.67 1.32 6.04
25 H 6.20 0.26 2.76
26 H 5.17 -1.15 2.98
27 H 3.47 -0.28 1.63
28 H 3.63 1.31 2.40
29 H 5.93 0.73 0.64
30 H 4.94 2.16 0.77
31 H 2.16 -0.99 -1.21
32 H 2.25 -3.47 -1.37
33 H 4.46 -4.59 -1.03
34 H 6.42 -3.19 -0.57
35 H 3.46 1.20 -3.68
36 H 4.98 1.73 -4.33
37 H 5.95 -0.57 -3.93
38 H 4.64 -0.52 -5.12
39 H 4.33 -1.12 -3.48
40 H 7.15 0.06 -1.87
41 H 7.32 1.58 -0.99
42 H 7.47 1.23 -4.00
43 H 7.40 2.81 -3.20
44 H 8.75 1.73 -2.91
45 C -2.91 -2.58 -1.60
46 C -1.93 -1.51 -1.15
47 N -1.92 -0.36 -2.03
48 C -0.82 0.56 -1.77
49 C -0.79 1.28 -0.42
50 C -3.21 0.26 -2.28
51 C -4.01 0.77 -1.07
52 H -2.71 -2.89 -2.62
53 H -2.82 -3.46 -0.95
54 H -3.94 -2.23 -1.54
55 H -0.93 -1.93 -1.14
56 H -2.16 -1.24 -0.11
57 H -0.78 1.29 -2.57
58 H 0.11 -0.02 -1.87
59 H -1.52 2.09 -0.38
60 H 0.19 1.73 -0.26
61 H -0.97 0.61 0.42
62 H -3.83 -0.46 -2.81
63 H -3.06 1.08 -2.99
64 H -4.01 0.07 -0.24
65 H -5.05 0.93 -1.37
66 H -3.64 1.73 -0.71
67 C -10.03 -3.52 -2.50
68 C -9.56 -2.61 -1.38
69 N -8.33 -3.06 -0.75
70 C -8.01 -2.35 0.48
71 C -7.68 -0.86 0.39
72 C -7.21 -3.27 -1.65
73 C -6.76 -2.09 -2.52
74 H -10.14 -4.55 -2.14
75 H -11.00 -3.19 -2.86
76 H -9.35 -3.52 -3.35
77 H -10.33 -2.59 -0.60
78 H -9.49 -1.58 -1.77
79 H -7.18 -2.86 0.97
80 H -8.86 -2.48 1.15
81 H -6.69 -0.69 -0.02
82 H -7.70 -0.41 1.38
83 H -8.40 -0.31 -0.23
84 H -7.46 -4.10 -2.32
85 H -6.37 -3.64 -1.06
86 H -7.60 -1.56 -2.96
87 H -6.13 -2.44 -3.33
88 H -6.17 -1.37 -1.95
89 C -8.82 5.68 -2.91
90 C -8.03 5.46 -1.63
91 N -8.67 4.54 -0.71
92 C -8.07 4.53 0.61
93 C -6.63 4.04 0.75
94 C -9.00 3.23 -1.27
95 C -7.85 2.40 -1.85
96 H -9.84 6.01 -2.69
97 H -8.34 6.46 -3.51
98 H -8.87 4.78 -3.52
99 H -7.94 6.42 -1.11
100 H -7.01 5.16 -1.89
101 H -8.71 3.93 1.27
102 H -8.13 5.55 1.00
103 H -6.55 2.95 0.67
104 H -6.24 4.31 1.74
105 H -5.97 4.49 0.01
106 H -9.75 3.38 -2.05
107 H -9.51 2.66 -0.49
108 H -7.17 2.99 -2.46
109 H -8.26 1.60 -2.48
110 H -7.27 1.91 -1.06
111 C 10.13 -3.10 7.38
112 C 10.09 -3.05 5.86
113 N 8.75 -2.92 5.33
114 C 8.67 -3.14 3.90
115 C 9.39 -2.14 2.97
116 C 7.97 -1.80 5.84
117 C 8.54 -0.38 5.66
118 H 9.50 -3.90 7.76
119 H 11.15 -3.29 7.72
120 H 9.81 -2.16 7.84
121 H 10.51 -3.98 5.48
122 H 10.76 -2.24 5.52
123 H 7.62 -3.18 3.62
124 H 9.07 -4.14 3.70
125 H 8.85 -1.20 2.90
126 H 9.45 -2.56 1.96
127 H 10.41 -1.94 3.30
128 H 7.81 -1.96 6.91
129 H 6.98 -1.85 5.40
130 H 9.60 -0.33 5.90
131 H 8.02 0.31 6.32
132 H 8.39 -0.01 4.65

Its LUMO energy is 0.207 eV. The total energy is -76986.957 eV. The HOMO-LUMO gap is 8.282 eV. For the molar mass, the calculation gives 753.2 g mol⁻¹. Its spin multiplicity is 1. As for the charge: 0. Its SMILES is C#CCCC[C@](OC(=O)N=C=S)(c1ccccn1)P(CC)CC.CCN(CC)CC.CCN(CC)CC.CCN(CC)CC.CCN(CC)CC.

These are the Mulliken partial charges, in e, on atoms 1 to 99: number 1, C, carries -0.07; number 2, C, carries -0.76; number 3, C, carries -0.25; number 4, C, carries -0.79; number 5, C, carries -1.66; number 6, C, carries 1.59; number 7, O, carries 0.34; number 8, C, carries 0.16; number 9, O, carries -0.49; number 10, N, carries -0.05; number 11, C, carries 0.51; number 12, S, carries -0.35; number 13, C, carries -1.08; number 14, C, carries -0.38; number 15, C, carries -0.37; number 16, C, carries -0.47; number 17, C, carries -0.68; number 18, N, carries -0.24; number 19, P, carries -0.19; number 20, C, carries -0.56; number 21, C, carries -1.11; number 22, C, carries -0.20; number 23, C, carries -1.43; number 24, H, carries 0.48; number 25, H, carries 0.15; number 26, H, carries 0.35; number 27, H, carries 0.36; number 28, H, carries 0.54; number 29, H, carries 0.63; number 30, H, carries 0.60; number 31, H, carries 0.43; number 32, H, carries 0.50; number 33, H, carries 0.45; number 34, H, carries 0.48; number 35, H, carries 0.40; number 36, H, carries 0.48; number 37, H, carries 0.24; number 38, H, carries 0.46; number 39, H, carries 0.17; number 40, H, carries 0.37; number 41, H, carries 0.41; number 42, H, carries 0.27; number 43, H, carries 0.39; number 44, H, carries 0.43; number 45, C, carries -1.27; number 46, C, carries -0.07; number 47, N, carries 0.22; number 48, C, carries -0.38; number 49, C, carries -0.86; number 50, C, carries -1.16; number 51, C, carries -0.05; number 52, H, carries 0.33; number 53, H, carries 0.50; number 54, H, carries -0.03; number 55, H, carries 0.31; number 56, H, carries 0.24; number 57, H, carries 0.24; number 58, H, carries 0.03; number 59, H, carries 0.28; number 60, H, carries 0.24; number 61, H, carries 0.25; number 62, H, carries 0.42; number 63, H, carries 0.38; number 64, H, carries 0.22; number 65, H, carries -0.13; number 66, H, carries 0.24; number 67, C, carries -1.47; number 68, C, carries -0.11; number 69, N, carries 0.19; number 70, C, carries -1.14; number 71, C, carries -0.30; number 72, C, carries -0.91; number 73, C, carries -0.40; number 74, H, carries 0.34; number 75, H, carries 0.45; number 76, H, carries 0.29; number 77, H, carries 0.48; number 78, H, carries 0.06; number 79, H, carries 0.38; number 80, H, carries 0.40; number 81, H, carries -0.20; number 82, H, carries 0.53; number 83, H, carries 0.18; number 84, H, carries 0.32; number 85, H, carries 0.40; number 86, H, carries 0.42; number 87, H, carries 0.45; number 88, H, carries -0.34; number 89, C, carries -1.45; number 90, C, carries -0.29; number 91, N, carries 0.15; number 92, C, carries -0.77; number 93, C, carries -0.82; number 94, C, carries -1.01; number 95, C, carries -0.38; number 96, H, carries 0.33; number 97, H, carries 0.44; number 98, H, carries 0.29; number 99, H, carries 0.49

[2]
Computed, not measured: one molecule with the formula C6H12N4, with ωB97M-V/def2-TZVPD.

Positions of all 22 atoms, in Å:
1 C -0.18 -1.62 0.13
2 C 1.40 -0.12 0.92
3 C 0.92 -0.20 -1.36
4 C -1.42 0.10 -0.91
5 C -0.92 0.27 1.38
6 C 0.19 1.66 -0.12
7 H -1.10 -2.29 0.32
8 H 0.77 -2.30 -0.04
9 H 2.14 -0.94 0.74
10 H 1.79 0.45 1.76
11 H 1.76 -0.95 -1.58
12 H 0.76 0.39 -2.30
13 H -2.30 -0.47 -0.55
14 H -1.68 0.60 -1.87
15 H -0.71 0.88 2.26
16 H -1.88 -0.21 1.62
17 H 0.11 2.24 -1.09
18 H 0.39 2.42 0.67
19 N 0.12 -0.75 1.26
20 N 1.30 0.70 -0.27
21 N -0.35 -0.90 -1.14
22 N -1.08 1.06 0.16

Its LUMO energy is 0.900 eV. The total energy is -12375.919 eV. The HOMO-LUMO gap is 9.717 eV. For the molar mass, the calculation gives 140.2 g mol⁻¹. The energy above the lowest of the compared OMol25 structures with the same formula, charge and spin is 14.11 kcal/mol. Its spin multiplicity is 1. As for the charge: 0. Its SMILES is C1N2CN3CN1CN(C2)C3.

Formally, the natural (NBO) partial charges of the atoms, in units of the elementary charge, are as follows: number 1, C, carries -0.08; number 2, C, carries -0.08; number 3, C, carries -0.09; number 4, C, carries -0.08; number 5, C, carries -0.08; number 6, C, carries -0.08; number 7, H, carries 0.20; number 8, H, carries 0.19; number 9, H, carries 0.20; number 10, H, carries 0.20; number 11, H, carries 0.20; number 12, H, carries 0.20; number 13, H, carries 0.20; number 14, H, carries 0.21; number 15, H, carries 0.20; number 16, H, carries 0.20; number 17, H, carries 0.20; number 18, H, carries 0.20; number 19, N, carries -0.48; number 20, N, carries -0.48; number 21, N, carries -0.48; number 22, N, carries -0.47